No. 1
The following is a quantum chemistry calculation of a molecular structure, C21H39Cl3GeN2OOsSiTe, from the Open Molecules 2025 dataset.

Geometry as XYZ:
```
70
Properties=species:S:1:pos:R:3:forces:R:3
Os 1.0493 0.3605 -0.6319 0.215 0.113 -0.102
Cl 2.6870 -0.3908 0.9265 -0.072 -0.023 0.004
Ge 4.6920 -0.7027 -0.2721 -0.043 0.015 -0.118
Cl 5.7243 -2.0396 0.9860 0.013 0.012 0.052
Cl 5.5135 1.2625 -0.2767 0.005 -0.008 0.014
C -2.4927 -2.4785 1.2408 -0.022 -0.058 -0.062
C -1.4514 -1.3565 1.1206 0.072 0.109 0.064
C -0.5802 -1.3542 2.3937 0.010 0.007 0.002
C -2.1835 -0.0040 1.0899 0.002 0.024 -0.045
Si -0.3060 -1.6142 -0.3907 -0.303 -0.348 -0.072
C -0.9482 -0.7999 -2.0837 -0.164 0.029 -0.178
C -0.2124 -1.2760 -3.3410 0.131 -0.090 0.088
C -2.4206 -1.2674 -2.2021 -0.041 0.006 0.058
C -0.9468 0.7355 -2.0895 0.340 0.121 0.213
C 0.5161 -3.3196 -0.5890 0.144 0.024 0.098
C 1.8009 -3.2552 -1.4333 -0.004 0.086 -0.008
C -0.4638 -4.3101 -1.2441 -0.051 0.036 -0.044
C 0.9064 -3.8802 0.7920 0.001 0.028 -0.007
H -3.1226 -2.2820 2.1123 -0.013 -0.008 0.008
H -2.0331 -3.4545 1.3916 -0.003 -0.004 -0.004
H -3.1490 -2.5428 0.3717 -0.003 0.016 0.000
H -1.2229 -1.1655 3.2580 -0.014 0.001 0.009
H 0.1855 -0.5725 2.3655 0.008 -0.003 -0.010
H -0.0721 -2.2974 2.5757 -0.020 0.003 -0.013
H -2.6994 0.1345 2.0440 -0.011 -0.001 0.014
H -2.9439 0.0685 0.3132 0.023 -0.031 -0.004
H -1.4874 0.8340 0.9598 0.037 -0.008 0.027
H -0.3257 -2.3471 -3.4923 0.042 -0.013 0.011
H 0.8532 -1.0423 -3.3208 0.014 0.011 -0.007
H -0.6499 -0.7841 -4.2133 -0.019 0.007 -0.004
H -2.4951 -2.3547 -2.1890 -0.005 -0.018 0.011
H -2.8043 -0.9278 -3.1688 0.008 0.015 -0.005
H -3.0715 -0.8630 -1.4307 0.017 -0.037 0.005
H 0.1129 1.2129 -2.0649 -0.238 0.027 -0.003
H -1.5921 1.1840 -1.3390 0.009 0.031 -0.029
H -1.2216 1.1366 -3.0699 -0.063 -0.128 -0.052
H 1.6098 -3.0725 -2.4883 -0.039 0.033 -0.033
H 2.3148 -4.2156 -1.3585 -0.005 -0.027 -0.022
H 2.4964 -2.4889 -1.0738 -0.024 -0.030 0.002
H -0.7486 -4.0247 -2.2572 0.003 0.003 0.007
H -1.3724 -4.4492 -0.6576 -0.015 0.004 0.011
H 0.0286 -5.2829 -1.3136 -0.008 -0.019 0.008
H 1.5857 -3.2238 1.3402 0.013 0.002 -0.010
H 1.4261 -4.8285 0.6404 -0.008 -0.020 -0.006
H 0.0408 -4.0903 1.4183 0.005 0.005 0.003
C 0.3885 2.4508 2.7932 0.023 0.036 0.093
Te 0.9686 2.8764 0.7748 0.020 0.138 0.052
C -0.9412 3.8495 0.7089 -0.068 0.050 0.028
C -1.2644 4.2302 2.1167 -0.049 0.048 -0.112
C -2.1609 5.2380 2.4220 -0.009 0.022 -0.018
C -2.4156 5.5254 3.7503 -0.051 0.055 -0.118
C -1.7547 4.8068 4.8018 0.073 -0.099 0.087
C -0.8482 3.8120 4.5132 0.010 0.046 0.068
C -0.5879 3.5063 3.1832 0.060 -0.078 0.034
H 1.2547 2.4431 3.4539 -0.011 -0.023 0.000
H -0.0824 1.4649 2.8367 -0.038 -0.009 -0.044
H -1.6953 3.1556 0.3263 0.029 -0.036 0.011
H -0.9128 4.7190 0.0540 -0.019 -0.009 -0.003
H -2.6573 5.7920 1.6367 -0.001 0.008 0.003
H -3.1183 6.3038 4.0195 -0.013 0.014 -0.030
H -1.9809 5.0695 5.8274 0.025 -0.021 0.020
H -0.3384 3.2846 5.3080 0.000 -0.007 0.007
N 3.3132 2.2546 -3.2150 0.015 0.026 -0.010
C 3.2364 0.9233 -3.1144 -0.087 -0.048 0.013
N 3.6711 0.1593 -4.1136 -0.014 -0.003 0.007
O 2.7511 0.3727 -2.0735 0.174 -0.020 0.071
H 3.7595 2.7000 -4.0015 -0.002 0.004 0.001
H 3.2199 2.7974 -2.3738 0.004 0.010 -0.009
H 4.1221 0.5323 -4.9337 0.001 0.000 0.004
H 3.5470 -0.8374 -4.0496 0.004 0.002 -0.028
```
Positions in Å, forces in eV/Å.

## Properties
Expectation value of S²: 8.7846
Strongest force on any atom (eV/A): 0.47
Net charge: +3
Spin multiplicity: 6
E (Eh): -5113.02572
E_LUMO (alpha / beta) (eV): -8.769 / -12.285
Frontier orbital gap (alpha / beta) (eV): 7.240 / 4.926

No. 2
The following is a quantum chemistry calculation of 2 unconnected molecules or ions with the total composition C34H40N3O at a distorted geometry, from the Open Molecules 2025 dataset.

Geometry as XYZ:
```
78
Properties=species:S:1:pos:R:3:forces:R:3
C 6.5679 -0.6717 3.9852 0.312 -0.061 0.042
C 5.1291 -0.2601 3.9379 -0.456 -0.243 -0.134
C 4.2319 -0.9543 3.1362 -0.306 0.273 0.716
C 2.8994 -0.4945 3.0073 0.615 0.945 0.392
C 2.0050 -1.0251 2.0790 -0.243 -1.727 -1.737
C 2.4825 0.6714 3.7063 1.901 -0.768 -0.289
N 1.1807 1.1283 3.4248 -1.791 0.841 -0.503
C 0.1285 0.3852 2.9963 -1.525 0.402 2.546
N -1.0170 1.0584 3.3141 1.520 1.256 -0.078
C -2.3429 0.5447 3.4771 -0.735 0.054 0.294
C -2.5867 -0.4482 4.4436 -0.342 0.330 -0.107
C -1.5044 -0.9708 5.3330 0.243 -0.468 0.191
C -3.9109 -0.8330 4.6844 0.192 0.223 -0.404
C -4.9759 -0.2072 4.0270 0.360 0.149 0.099
C -6.3833 -0.6372 4.3005 -0.388 -0.077 0.040
C -4.7054 0.8547 3.1586 0.217 -0.285 0.102
C -3.3953 1.2434 2.8727 -0.037 -0.371 0.069
C -3.1501 2.4112 1.9689 -0.348 0.375 -0.499
C -0.6460 2.3560 3.7245 -1.145 -0.889 -0.210
C 0.6849 2.4141 3.7340 0.900 -0.710 0.018
C 3.3379 1.2715 4.6367 0.429 -0.121 -0.310
C 2.9217 2.3152 5.6214 0.239 0.485 0.455
C 4.6671 0.8226 4.6945 -0.345 -0.009 0.028
H 7.0904 -0.1209 4.7720 0.056 -0.147 -0.138
H 6.6703 -1.7477 4.1761 -0.022 0.240 0.002
H 7.0657 -0.4659 3.0273 -0.104 0.001 0.232
H 4.5494 -1.8252 2.5578 -0.127 0.326 0.130
H 0.1439 -0.6975 2.8315 0.296 0.775 -0.235
H 1.7327 -0.3489 1.2693 0.193 -0.304 0.153
H 1.9211 -2.0953 1.9160 0.633 0.075 -0.444
H -1.8134 -1.9408 5.7339 0.167 0.134 0.007
H -0.5472 -1.1035 4.8232 -0.141 -0.040 0.215
H -1.3441 -0.3015 6.1907 -0.029 -0.082 -0.243
H -4.1145 -1.6195 5.4183 0.093 0.280 -0.249
H -7.0744 -0.1595 3.5986 0.067 -0.143 0.158
H -6.4838 -1.7259 4.2056 -0.007 0.241 -0.001
H -6.6987 -0.3706 5.3193 0.127 -0.038 -0.237
H -5.5316 1.3944 2.6931 0.207 -0.174 0.080
H -4.0829 2.6403 1.4391 0.264 0.025 0.068
H -2.8754 3.3163 2.5284 -0.069 -0.242 -0.220
H -2.3792 2.2270 1.2089 -0.066 0.008 0.282
H -1.3854 3.1004 3.9767 0.187 -0.120 -0.089
H 1.3271 3.2571 3.9117 0.010 -0.220 0.086
H 3.6737 2.3305 6.4200 -0.290 0.085 -0.113
H 2.9001 3.3262 5.1924 -0.029 -0.185 0.165
H 1.9498 2.0987 6.0808 0.141 0.095 -0.140
H 5.3608 1.3171 5.3783 -0.273 -0.123 -0.141
C -0.1246 -7.3297 -0.5987 -0.214 -0.616 -0.314
C -0.0418 -6.1636 0.3785 0.468 -0.003 0.162
N 0.5971 -4.9905 -0.2309 -0.968 1.259 0.629
C 0.0976 -3.7729 0.0408 0.626 -0.353 -0.026
C 0.7121 -2.5832 -0.3630 0.213 0.442 0.319
C 0.2946 -1.2808 -0.0635 -0.621 -1.126 -0.650
C 0.7502 -0.1934 -0.9207 0.748 0.993 -0.287
C -0.1121 0.8390 -1.3821 0.500 -0.526 0.266
C 0.3698 1.8191 -2.2559 -0.084 -0.145 0.259
C 1.7158 1.8345 -2.6402 -0.084 -0.230 0.373
C 2.5810 0.8338 -2.1850 -0.147 0.052 0.116
C 2.1094 -0.1615 -1.3344 -0.361 -0.285 0.036
C 1.8587 -5.1694 -0.9306 0.506 -0.330 -0.403
C 2.0693 -6.6634 -1.1418 -0.252 -0.554 -0.455
O 0.8626 -7.2680 -1.6220 0.164 0.541 0.559
H 0.0178 -8.2689 -0.0312 -0.246 0.288 -0.182
H -1.1113 -7.3446 -1.0859 0.435 -0.099 0.013
H -1.0399 -5.8568 0.6971 0.190 -0.178 0.131
H 0.5504 -6.4952 1.2514 -0.279 0.435 -0.184
H -0.8611 -3.7587 0.5698 0.390 -0.009 -0.081
H 1.6241 -2.6961 -0.9554 -0.486 0.190 -0.066
H -0.4565 -1.0821 0.7045 -0.223 -0.197 -0.565
H -1.1595 0.8139 -1.0690 0.293 0.131 -0.177
H -0.3155 2.5841 -2.6278 0.257 -0.222 0.142
H 2.1023 2.6508 -3.2446 -0.137 -0.228 -0.062
H 3.6325 0.8286 -2.4811 -0.359 0.078 0.111
H 2.7940 -0.9316 -0.9540 -0.281 0.440 -0.195
H 1.8471 -4.6648 -1.9077 -0.264 -0.041 0.302
H 2.7106 -4.7693 -0.3593 -0.274 0.093 0.036
H 2.7936 -6.8632 -1.9451 -0.005 0.237 0.557
H 2.4038 -7.1191 -0.1915 -0.051 -0.107 -0.412
```
Positions in Å, forces in eV/Å.

## Properties
Strongest force on any atom (eV/A): 2.99
Net charge: +1
E (Eh): -1558.69786
E_LUMO (eV): -3.829
Frontier orbital gap (eV): 4.097

No. 3
The following is a quantum chemistry calculation of 2 unconnected molecules or ions with the total composition C5H10N2O2P at a distorted geometry, from the Open Molecules 2025 dataset.

Geometry as XYZ:
```
20
Properties=species:S:1:pos:R:3:forces:R:3
C -2.8726 -0.6996 0.0501 -0.331 0.242 -0.228
C 0.7478 1.3919 -1.2032 1.042 0.001 -0.629
C 0.6986 -2.3308 0.5937 -0.927 -2.104 1.059
C 1.6874 0.9911 -0.0923 0.352 -0.031 1.746
C 0.9680 -0.0482 0.8197 0.624 2.082 0.378
N -2.4128 -1.6913 -0.4763 0.798 -2.604 -0.945
N 0.7834 -1.2250 0.0225 -0.616 -0.581 -0.500
O -1.7850 1.3188 1.4180 1.664 -0.477 1.775
O -3.0957 2.0634 -0.4551 -0.417 -0.192 -1.721
P -2.2321 0.9670 0.0572 -1.735 2.781 0.803
H 1.2621 2.1195 -1.8962 -1.148 -0.481 0.637
H 0.5314 0.4620 -1.7257 0.308 -0.014 -0.531
H -0.2467 1.6057 -0.8247 0.267 1.202 -0.099
H -1.5247 -1.6912 -1.0077 -0.694 0.237 0.426
H 0.4729 -3.3404 0.1047 0.505 1.646 -0.045
H 0.6728 -2.4549 1.7053 0.315 0.364 -0.468
H 2.1241 1.7748 0.5931 -0.925 -0.181 -0.831
H 2.5762 0.5341 -0.5033 0.359 -0.351 -0.349
H 1.6519 -0.2703 1.6832 -0.842 0.150 -0.312
H -0.0070 0.5235 1.1370 1.403 -1.691 -0.167
```
Positions in Å, forces in eV/Å.

## Properties
Strongest force on any atom (eV/A): 3.37
Net charge: -1
E (Eh): -797.83125
E_LUMO (alpha / beta) (eV): 3.618 / 3.618
Frontier orbital gap (alpha / beta) (eV): 6.924 / 6.926

Short version: energy relative to the best compared isomer or geometry (same formula, charge and spin) = 0.0, 60.3, 81.8 kcal/mol, in the order given.